The following is a quantum chemistry calculation of a single C7H12 molecule, from the OMol25 dataset.

Atoms and positions in Å:
C1 2.8278 -0.9177 1.0226
C2 2.5440 0.2191 0.1801
C3 2.0151 1.1758 -0.3892
C4 0.7797 0.4896 -1.0072
C5 -0.5100 0.8267 -0.2605
C6 -1.4877 -0.3360 -0.3957
C7 -2.8453 -0.0748 0.2401
H1 3.6167 -0.5755 1.6869
H2 3.1601 -1.8139 0.4911
H3 1.9488 -1.1685 1.6296
H4 0.9701 -0.5981 -0.9288
H5 0.7081 0.6630 -2.0788
H6 -0.3028 1.0165 0.8028
H7 -0.9483 1.7538 -0.6513
H8 -1.0286 -1.2275 0.0571
H9 -1.6090 -0.5659 -1.4628
H10 -2.7432 0.1243 1.3137
H11 -3.3290 0.7961 -0.2161
H12 -3.5107 -0.9345 0.1115

Output
Energy above the lowest of the compared OMol25 structures with the same formula, charge and spin ... 80.31 kcal per mole
HOMO ... -9.10 eV
Orbital gap ... 10.00 eV
Net charge ... 0
SMILES string ... CC#CCCCC